1.
27
Properties=species:S:1:pos:R:3:forces:R:3 method="wB97M-V/def2-TZVPD" charge=+2 spin_multiplicity=6 gap_ev="9.417 / 6.249"
Fe 0.609511 0.957728 -1.602893 -1.15 -1.80 3.59
O 0.331021 0.447148 0.227677 0.50 0.38 -2.22
H 0.124671 -0.296772 0.826447 -0.60 0.40 -1.46
O -1.291489 1.683948 -1.629273 0.01 0.58 -0.47
H -2.004939 1.199578 -1.213813 -0.32 -0.48 0.20
H -1.542349 2.603458 -1.540963 -0.09 0.67 -0.11
O 1.308601 2.748838 -1.078993 0.44 -0.02 -0.71
H 1.097181 3.483528 -0.503013 -0.57 0.33 0.57
H 2.215791 2.903608 -1.342243 0.70 0.25 -0.16
O 2.451981 0.130838 -1.809383 0.03 0.51 -0.37
H 3.116381 0.241458 -2.489513 0.33 0.10 -0.65
H 2.869021 -0.430152 -1.155473 -0.01 -0.42 0.79
O 1.523021 -1.240392 2.291037 0.24 0.11 -0.36
H 0.834051 -0.810702 1.784167 0.48 -0.43 0.92
H 1.052491 -1.777232 2.928717 -0.08 -0.30 0.34
O -1.157459 -2.334642 -0.838963 -0.12 0.53 -0.17
H -0.979309 -3.124402 -0.328303 0.18 -0.46 -0.01
H -1.642279 -1.766212 -0.240563 -0.51 -0.12 0.65
O -2.050909 -1.619842 2.204797 0.48 0.18 -0.55
H -2.738979 -0.964362 2.319407 -0.25 0.28 0.16
H -2.289719 -2.325972 2.805287 -0.08 -0.35 0.21
O -0.239959 -0.624142 -2.436133 0.78 1.35 -1.31
H -0.235449 -1.005682 -3.313993 0.16 0.06 -0.70
H -0.690029 -1.272752 -1.894863 -0.49 -1.67 1.49
O -0.432059 1.387728 2.744437 -0.36 0.14 -0.19
H -0.408849 0.585968 3.266797 0.01 -0.13 0.45
H 0.170041 1.219438 2.019607 0.26 0.30 0.05

=====

2.
30
Properties=species:S:1:pos:R:3:forces:R:3 method="wB97M-V/def2-TZVPD" charge=+1 spin_multiplicity=7 gap_ev="4.909 / 8.256"
Fe -2.155266 0.508582 0.131645 0.96 0.58 -1.33
O -0.308836 0.286442 0.354385 0.11 -0.06 0.19
H 0.575334 -0.031348 0.086445 -1.37 -0.17 -0.37
O 0.272424 -2.495298 -1.041835 -0.82 0.24 -0.24
H 0.468274 -2.830358 -1.916825 0.13 -0.22 -0.29
H 1.128424 -2.399808 -0.624255 0.60 -0.08 0.37
O 0.904454 0.208512 2.878985 0.29 -0.30 0.23
H 0.556574 0.301652 1.992115 -0.66 0.18 -0.33
H 1.500244 0.950542 2.982235 0.26 0.21 0.25
O -2.173976 2.152062 1.277825 0.06 0.47 0.55
H -2.886636 2.789872 1.317125 -0.91 0.25 -0.30
H -1.571296 2.422622 1.970505 0.91 -0.02 0.66
O 2.548384 -1.684228 0.536365 -0.70 0.14 -0.14
H 3.309114 -1.764938 1.111695 0.40 -0.19 0.16
H 1.909184 -1.191848 1.051355 -0.16 -0.04 0.83
O -1.773556 1.786402 -1.391245 -0.04 0.28 -0.72
H -0.861606 1.863132 -1.671755 1.29 -0.14 -0.14
H -2.207496 2.548632 -1.774565 -0.74 0.30 0.01
O -2.617666 -0.643408 1.606405 -0.18 -1.01 1.08
H -2.487006 -1.590528 1.560365 0.27 -0.88 -0.24
H -3.074936 -0.504268 2.435725 -0.47 0.60 0.56
O 1.248714 1.902892 -1.449315 -0.32 0.06 -0.14
H 1.275644 1.466332 -0.597895 -0.05 0.25 0.27
H 2.001644 1.550352 -1.923695 0.22 0.08 -0.34
O -2.210456 -1.011398 -1.237805 -0.14 -0.24 -0.04
H -1.412716 -1.540328 -1.246765 1.41 -0.60 0.25
H -2.763356 -1.399498 -1.915965 -0.80 0.22 -0.22
O 3.871084 -0.833478 -1.497495 0.13 0.31 -0.53
H 3.743664 -0.153308 -2.158845 0.34 0.08 -0.39
H 3.191634 -0.663988 -0.844925 -0.06 -0.32 0.35

=====

3.
16
Properties=species:S:1:pos:R:3:forces:R:3 method="wB97M-V/def2-TZVPD" charge=-1 spin_multiplicity=1 gap_ev=8.383
I 1.498741 -48.557977 -12.633957 0.13 -0.14 0.02
O -1.468475 -50.902840 -12.552841 0.06 0.14 0.05
H -0.683411 -50.324897 -12.554823 -0.13 -0.14 -0.05
H -2.196484 -50.305112 -12.358134 0.09 0.02 0.00
O 1.590004 -51.597131 -14.692777 0.21 -0.04 0.14
H 1.755111 -51.038529 -13.912430 -0.18 -0.03 -0.25
H 1.805922 -51.020461 -15.431644 -0.05 0.07 0.09
O 1.056645 -45.471660 -14.381422 0.11 -0.28 0.15
H 1.226368 -46.338301 -13.946989 -0.14 0.41 -0.22
H 1.522371 -44.837617 -13.828350 0.00 -0.09 0.02
O 4.970154 -49.427812 -11.431068 -0.06 -0.16 -0.02
H 4.152314 -49.510507 -11.950164 0.08 0.20 0.10
H 4.669897 -49.467067 -10.517089 -0.05 0.02 -0.08
O 1.667072 -48.285432 -9.072418 0.43 -0.08 -0.11
H 1.723807 -47.328442 -8.993156 -0.03 -0.04 -0.10
H 2.020176 -48.469279 -9.967453 -0.49 0.12 0.26

=====

4.
15
Properties=species:S:1:pos:R:3:forces:R:3 method="wB97M-V/def2-TZVPD" spin_multiplicity=1 gap_ev=9.627
O -0.413761 -1.189293 -1.444881 0.49 -0.26 -0.03
H -0.144718 -2.041332 -1.802859 -0.17 -0.03 0.04
H -0.499112 -1.305326 -0.479650 -0.33 -0.08 0.08
O -1.216912 1.552422 1.596011 0.06 0.01 0.20
H -0.323528 1.874661 1.411870 -0.27 0.03 -0.01
H -1.372347 1.700475 2.537820 0.10 0.05 -0.13
O 2.434519 -1.297565 0.333251 -0.23 0.19 -0.10
H 2.897030 -0.452876 0.340810 0.08 -0.06 0.09
H 1.865136 -1.227994 -0.445063 -0.04 -0.05 -0.02
O -0.736627 -1.209266 1.402152 -0.22 -0.38 -0.40
H 0.225158 -1.204903 1.464818 0.05 0.32 0.21
H -1.072298 -0.292771 1.414441 0.47 -0.03 0.11
S -1.047455 1.886357 -1.848394 -0.10 0.33 0.07
H -0.003186 2.554422 -2.361818 -0.01 -0.20 -0.06
H -0.591899 0.652989 -2.118508 0.12 0.15 -0.03

=====

5.
16
Properties=species:S:1:pos:R:3:forces:R:3 method="wB97M-V/def2-TZVPD" spin_multiplicity=1 gap_ev=9.472
S -3.235973 3.048884 0.433993 0.14 0.19 -0.16
S -1.498184 3.162783 1.585670 -0.24 0.28 -0.42
H -2.776249 2.230629 -0.528169 0.04 -0.08 0.19
H -2.126094 2.801205 2.696455 0.05 -0.32 0.36
O 1.717580 0.033422 -3.234614 0.11 -0.03 0.20
H 1.327699 -0.623034 -3.810700 -0.10 -0.15 -0.27
H 1.565473 -0.316862 -2.350407 -0.06 0.27 0.07
O 2.112000 -1.749587 0.805539 0.23 -0.13 0.50
H 1.852789 -1.778304 -0.111554 -0.13 0.06 -0.46
H 2.617287 -2.558820 0.936639 0.05 0.05 0.01
O -0.741807 -2.396464 1.035363 0.31 0.20 0.14
H -0.291299 -1.555158 0.886206 -0.10 0.04 -0.08
H -0.056791 -2.824784 1.564275 -0.22 -0.22 -0.02
O 0.153089 0.672549 -0.160801 -0.03 -1.76 -0.70
H 0.089710 1.533919 0.186579 0.22 1.83 0.72
H -0.709231 0.319622 0.065525 -0.27 -0.23 -0.09

=====

6.
15
Properties=species:S:1:pos:R:3:forces:R:3 method="wB97M-V/def2-TZVPD" charge=-1 spin_multiplicity=2 gap_ev="2.999 / 11.169"
O -0.325093 0.317788 -0.306805 -0.90 0.94 0.02
H 0.626387 0.251798 -0.387825 0.80 -0.35 -0.08
H -0.631593 -0.588642 -0.332785 -0.09 -0.55 0.18
O -1.311003 2.354608 -1.903925 -0.30 0.91 -0.72
H -2.247053 2.161808 -1.850485 -0.11 -0.06 0.07
H -0.890073 1.631208 -1.439455 0.32 -0.78 0.62
O -0.234783 1.837748 2.447635 -0.19 0.31 0.29
H 0.358477 1.354378 1.872635 -0.04 -0.35 -0.49
H 0.221207 1.872328 3.288535 0.11 0.00 0.20
O 2.142557 -0.602252 -0.362585 -0.16 0.68 -0.17
H 3.069827 -0.380672 -0.277095 0.65 0.15 0.00
H 2.099947 -1.537522 -0.163375 -0.18 -0.94 0.16
O -0.715683 -2.735622 0.067795 0.31 0.51 0.53
H -0.610493 -2.766392 -0.883115 0.28 -0.18 -0.73
H -1.552623 -3.170562 0.230855 -0.48 -0.29 0.12

=====

7.
15
Properties=species:S:1:pos:R:3:forces:R:3 method="wB97M-V/def2-TZVPD" spin_multiplicity=1 gap_ev=11.884
O -2.339474 1.131262 -0.909542 -1.03 0.10 0.63
H -3.171006 1.066127 -0.404466 -0.10 -0.37 -0.95
H -1.849139 1.471457 -0.158884 1.23 0.11 0.27
O -1.003260 1.107738 1.630209 -0.65 0.20 -0.02
H -1.122797 0.272721 2.074688 -0.37 -0.43 0.19
H -0.057409 1.179548 1.633755 1.19 0.30 -0.16
O 1.961344 0.349352 1.633052 0.03 -0.76 -0.52
H 2.904527 0.493983 1.659271 0.46 0.62 0.42
H 1.971675 -0.413666 1.025195 -0.68 0.06 -0.09
O 1.563962 -2.121364 -0.380958 -0.76 -0.49 0.82
H 1.014416 -2.614941 0.265291 0.64 0.32 -0.52
H 0.919593 -1.910806 -1.072510 0.12 0.45 -0.18
O -0.118435 -0.273888 -2.210689 0.74 -1.41 0.57
H 0.255705 0.190418 -2.954713 -0.56 0.55 -0.03
H -0.929702 0.072059 -1.829698 -0.25 0.74 -0.44

=====

8.
15
Properties=species:S:1:pos:R:3:forces:R:3 method="wB97M-V/def2-TZVPD" spin_multiplicity=1 gap_ev=11.096
O -0.463806 -0.718301 -2.801265 0.06 0.22 0.25
H -0.004024 -1.562638 -2.806914 -0.01 0.05 0.01
H -0.294061 -0.348107 -1.911082 -0.11 -0.38 -0.43
O 0.373516 2.459001 0.945207 -0.26 -0.28 -0.30
H 0.428089 3.307425 0.490998 0.03 -0.08 0.02
H -0.502097 2.114240 0.704261 -0.09 0.43 0.24
O -2.454323 0.893407 0.082870 0.43 -0.27 0.32
H -3.164949 0.342733 -0.258584 0.05 0.08 -0.03
H -1.700225 0.279385 0.242804 -0.65 0.29 -0.30
O 2.023858 -1.838524 1.759615 -0.09 -0.09 -0.28
H 2.946294 -1.671700 1.531761 -0.09 0.02 0.04
H 1.877435 -2.764807 1.531670 0.07 0.07 0.11
O -0.018043 -0.216847 -0.046641 0.54 0.07 0.18
H 0.505694 -0.898425 0.402181 0.05 0.17 0.12
H 0.446642 0.623157 0.133118 0.07 -0.29 0.03

=====

9.
15
Properties=species:S:1:pos:R:3:forces:R:3 method="wB97M-V/def2-TZVPD" spin_multiplicity=1 gap_ev=10.704
O 2.212764 1.378014 -1.786656 1.99 2.69 -1.88
H 1.854563 0.683952 -1.328699 -1.50 -2.82 2.02
H 1.479099 1.818003 -2.200757 -0.40 0.28 -0.19
O 0.752661 -0.756759 -0.593081 1.52 0.00 1.28
H 0.926280 -1.467118 -1.188625 -0.02 -0.69 -0.59
H -0.107088 -0.391802 -0.753056 -1.25 0.46 -0.77
O -1.634243 0.356312 -1.063720 -0.46 -0.51 -2.09
H -2.090589 -0.303531 -1.648230 0.54 0.99 0.93
H -1.787040 0.075938 -0.166970 -0.44 -0.28 0.97
O 1.306686 0.738647 1.785233 -1.90 -0.13 -2.21
H 1.813276 0.412584 2.492100 0.95 -0.99 1.17
H 0.982210 -0.005143 1.193794 1.08 1.08 1.07
O -1.826072 -0.657233 1.409658 2.02 0.23 -0.42
H -1.241298 -1.002247 2.085800 0.72 0.16 -0.07
H -2.641211 -0.879619 1.763208 -2.87 -0.48 0.78

=====

10.
15
Properties=species:S:1:pos:R:3:forces:R:3 method="wB97M-V/def2-TZVPD" spin_multiplicity=1 gap_ev=12.017
O -5.266016 3.547925 8.327945 -0.67 -0.53 0.64
H -4.522353 3.967502 7.892740 0.13 0.68 -0.52
H -6.016000 4.141655 8.284824 0.04 0.18 -0.20
O -3.446852 1.703157 8.721155 -0.37 -0.75 0.90
H -3.801884 2.104147 7.931492 -0.10 0.09 -0.40
H -4.253854 1.562936 9.249933 0.49 0.31 -0.23
O -1.309806 0.178132 8.140242 -1.22 -0.27 0.78
H -1.972015 -0.243246 7.586074 0.38 -0.67 -0.95
H -2.016726 0.436882 8.780967 1.05 0.66 0.13
O -3.407328 4.479833 6.446724 2.47 0.89 1.79
H -2.980512 3.602566 6.373551 0.01 0.05 -0.36
H -2.655380 4.967642 6.961643 -2.07 -1.06 -1.46
O -1.607258 2.072168 6.289867 -0.32 0.63 -0.53
H -0.958176 2.066549 5.571030 -0.18 -0.21 0.59
H -1.349580 1.474308 7.021269 0.36 -0.01 -0.18

=====

11.
15
Properties=species:S:1:pos:R:3:forces:R:3 method="wB97M-V/def2-TZVPD" spin_multiplicity=1 gap_ev=11.932
O -4.548860 1.141335 -1.906405 -0.11 -0.21 -0.04
H -4.640240 1.950585 -2.409385 -0.07 0.19 -0.15
H -3.744750 1.262145 -1.401415 0.22 -0.01 0.19
O -2.334510 -2.742365 -3.758995 0.06 -0.24 0.05
H -1.775390 -2.249875 -4.359895 0.14 0.09 -0.18
H -2.842030 -2.072895 -3.300245 -0.21 0.17 0.15
O 4.759210 -1.394605 2.872845 0.18 -0.09 -0.15
H 4.411050 -1.850125 3.639335 -0.06 -0.14 0.19
H 4.191600 -0.630855 2.769215 -0.13 0.25 -0.04
O 2.183980 2.890435 2.780885 0.18 -0.18 0.03
H 2.222760 3.606365 2.146725 0.06 0.18 -0.17
H 1.301410 2.942365 3.147775 -0.23 -0.03 0.13
O -0.007900 -0.781145 0.139745 -0.19 0.15 0.10
H 0.881580 -0.464675 -0.018025 0.24 0.11 0.00
H -0.057910 -1.606685 -0.342155 -0.06 -0.25 -0.12

=====

12.
15
Properties=species:S:1:pos:R:3:forces:R:3 method="wB97M-V/def2-TZVPD" spin_multiplicity=1 gap_ev=11.100
O -1.279114 -2.361920 -0.730162 -0.12 0.29 -0.01
H -1.942508 -1.904156 -1.266928 0.09 -0.11 0.05
H -1.566332 -2.228071 0.180362 -0.10 -0.15 -0.08
O 0.283124 0.030147 -0.382677 -0.13 -0.11 -0.12
H -0.148791 -0.841032 -0.489272 0.35 0.16 0.04
H 0.851419 -0.071403 0.385962 -0.04 -0.18 0.02
O 0.822085 -1.795976 1.734457 0.03 0.07 0.27
H 1.521434 -1.545406 2.351242 -0.06 -0.10 -0.05
H 0.011834 -1.727000 2.253334 0.12 0.02 0.03
O -1.133332 1.183327 -2.414382 0.34 -0.24 0.16
H -0.610812 1.541005 -3.138515 -0.06 -0.06 0.02
H -0.479960 0.778091 -1.801975 -0.37 0.48 -0.27
O 1.167718 2.799787 1.450092 0.07 -0.05 -0.17
H 1.039755 2.438009 0.563376 -0.11 0.05 0.11
H 1.463481 3.704598 1.305085 -0.02 -0.07 0.02